DFT (ωB97M-V/def2-TZVPD) results for a molecular structure, C14H29BaO10 at a distorted geometry.

The geometry in XYZ format:
```
54
Properties=species:S:1:pos:R:3:forces:R:3
Ba 0.602221 0.165012 0.398595 1.0449 2.4491 -0.1269
C 1.210908 3.835951 -2.618164 0.1519 -0.5772 0.4573
C 1.261569 2.735561 -1.571590 0.2698 1.4069 2.4556
O 0.864071 1.587324 -1.773175 -1.4869 -3.3705 -2.4776
O 1.587498 3.003557 -0.398366 0.6704 1.2460 0.2714
H 0.180844 3.903244 -2.968226 0.0289 0.1487 -0.1145
H 1.852074 3.565698 -3.457179 -0.0052 0.2240 -0.0463
H 1.526534 4.739319 -2.096229 -0.0136 0.0630 -0.4552
C -0.189557 1.655606 4.611620 2.0740 0.5843 -0.6704
C 1.011847 1.848552 3.619645 1.5161 -0.6256 -0.5788
O 2.217347 1.696059 3.915459 -0.5252 -0.3810 1.8716
O 0.771484 2.077578 2.412760 -2.3364 -0.4038 -1.5422
H 0.236023 1.861091 5.593841 -0.5283 0.0030 0.1551
H -0.476652 0.606150 4.545892 -0.3124 0.1098 0.0184
H -0.945604 2.369433 4.284577 -0.2145 -0.3057 0.3362
C 5.796671 -0.448247 0.287573 -0.4687 -1.4385 0.0360
C 4.415677 -0.025906 0.641655 -1.0358 0.3130 -2.5757
O 4.288549 0.720647 1.601564 -0.1579 1.6223 2.8179
O 3.365028 -0.249514 -0.018182 0.7468 -0.7793 0.3436
H 6.280026 -0.798089 1.199759 0.3195 0.3043 -0.0823
H 6.381190 0.288202 -0.263865 -0.2584 -0.0222 0.1689
H 5.567644 -1.336140 -0.301740 0.6130 -0.0393 -0.4435
C 1.917556 -3.146757 -0.734629 -0.3917 -1.1264 0.4407
O 0.824223 -2.251048 -0.981258 0.8395 -0.5564 -0.0090
C 0.033545 -2.768991 -2.044309 -0.9618 0.9975 -0.7293
C -1.323724 -2.070048 -1.994421 -2.2806 0.6291 -0.4703
O -2.037027 -2.010096 -3.260011 0.4404 -0.2058 -0.2401
C -3.326700 -1.342888 -3.307518 0.8182 -0.4501 0.1352
H 1.492595 -4.014651 -0.230366 -0.0113 -0.1421 0.4784
H 2.719832 -2.743889 -0.116452 -0.3768 0.5420 -0.1790
H 2.348854 -3.623065 -1.615082 0.0352 0.7310 -0.5249
H -0.159300 -3.837598 -1.949500 0.4321 -0.1524 0.0514
H 0.539455 -2.524000 -2.978198 -0.0560 -0.2717 -0.2005
H -1.297422 -1.057040 -1.592881 0.5766 0.2139 -0.1473
H -1.995914 -2.586852 -1.309472 0.1254 -0.3224 0.2817
H -3.419643 -0.637853 -2.481450 -0.0748 0.1675 -0.1021
H -4.181877 -2.018147 -3.335884 0.1779 -0.6087 0.7048
H -3.459094 -0.860035 -4.275732 0.7195 0.4272 0.1005
C -1.845177 2.892608 0.129047 0.5914 1.3551 0.9801
O -2.043029 1.534702 0.123623 -1.3548 -3.7685 0.6092
C -2.897913 0.986057 1.182470 0.1642 0.0979 -0.9824
C -3.071580 -0.529423 1.003818 1.2530 1.3073 -1.6994
O -1.725142 -1.083349 0.789044 -1.1516 -1.2439 2.7954
C -1.499807 -2.407731 1.371433 -0.3228 -0.0060 -1.0971
H -1.359760 3.156925 -0.810430 -0.2733 0.1179 0.0502
H -1.154989 3.100173 0.946753 0.2048 0.5713 0.0541
H -2.780433 3.417682 0.323178 -0.1152 0.2796 -0.3600
H -3.918932 1.357363 1.094476 -0.1003 0.5456 -0.1192
H -2.536848 1.267548 2.171667 0.3597 -0.0679 0.0500
H -3.571838 -0.705325 0.051513 -0.1280 0.0945 -0.1944
H -3.776593 -0.912107 1.741790 0.8858 -0.4915 0.6258
H -0.504374 -2.700498 1.037495 -0.1539 -0.1641 -0.2039
H -2.263168 -3.070266 0.963484 0.1897 -0.2507 -0.2927
H -1.531167 -2.612490 2.441575 -0.1524 1.2198 0.3753
```
Positions in Å, forces in eV/Å.

Properties
Spin multiplicity: 2
HOMO-LUMO gap (alpha / beta): 7.454 / 4.041 eV
Lowest unoccupied orbital energy (alpha / beta): -0.199 / -3.114 eV
E: -36154.2653 eV
⟨S²⟩: 0.756

DFT (ωB97M-V/def2-TZVPD) results for a molecular structure, C14H29ClO14SV at a distorted geometry.

The geometry in XYZ format:
```
60
Properties=species:S:1:pos:R:3:forces:R:3
O 24.190860 8.960353 -23.042282 -0.6610 -1.3737 -0.2857
V 23.533812 7.545117 -23.209877 0.8388 1.5360 0.9773
O 20.568836 6.665814 -25.573025 -0.1919 -0.1229 0.0700
C 21.672403 6.984139 -24.891721 0.6668 -0.2607 0.7762
O 22.295760 6.077864 -24.235547 -0.3745 0.0732 -0.0866
O 22.060122 8.161832 -24.856491 0.4083 0.1406 0.0888
H 20.321999 5.777613 -25.279147 0.0658 -0.0364 -0.2284
Cl 24.475235 6.310457 -21.335573 -0.4382 0.3357 -1.0101
C 25.195602 11.057261 -18.962615 -0.8409 -0.1185 0.6266
C 24.528022 12.212111 -19.700479 0.5972 -0.1773 -0.6586
C 24.041285 11.499474 -20.964721 -0.1766 0.6057 -0.0989
O 23.671556 10.199752 -20.568562 -0.4832 -0.1820 0.3596
C 24.218539 9.909062 -19.288365 0.9802 -0.4124 -0.0154
H 25.230674 11.236076 -17.885667 0.1563 -0.0481 -0.0493
H 26.201452 10.835367 -19.310864 0.0126 0.0542 -0.1872
H 25.214617 13.021841 -19.959046 -0.1119 0.0451 0.1803
H 23.693964 12.598100 -19.117692 -0.0703 0.0693 -0.0324
H 24.820424 11.434213 -21.735949 0.1118 0.0260 0.1310
H 23.191622 12.011728 -21.424610 -0.0480 -0.1677 0.0041
H 24.760066 8.957642 -19.351078 -0.1767 0.0155 -0.0531
H 23.434421 9.782727 -18.533597 -0.1027 0.2683 -0.1017
O 22.959574 11.460570 -24.244422 -0.6876 0.0525 0.9667
S 23.895153 11.268057 -25.287503 0.6207 0.0406 -0.6607
O 24.238051 9.959697 -25.733651 0.1790 -0.3845 -0.1102
O 23.399516 12.100514 -26.531362 -0.0073 0.2512 -0.4277
C 22.330265 11.470962 -27.280163 -0.3246 0.1139 -0.1430
C 21.461080 12.564669 -27.852108 -0.3360 0.2013 0.2138
C 25.361432 12.175549 -24.966758 -0.4520 0.5161 0.3119
H 21.745615 10.845171 -26.603863 0.0633 -0.1252 -0.0783
H 22.770320 10.852021 -28.060339 0.0905 -0.0415 0.0834
H 20.877136 13.040391 -27.060535 0.1048 -0.0119 0.0071
H 20.743656 12.150967 -28.563095 0.1287 -0.0455 -0.0449
H 22.040511 13.347260 -28.339552 0.1087 -0.1263 -0.1107
H 25.669301 11.897805 -23.961041 0.3177 -0.2600 -0.1524
H 25.103433 13.233978 -24.939592 -0.0194 -0.0332 -0.1010
H 26.063760 11.973686 -25.763808 0.2715 -0.1155 0.1163
C 27.469578 8.193160 -24.737664 0.2674 0.6388 0.1919
O 27.305474 6.872922 -25.262168 0.3645 0.0939 -0.1194
C 26.147044 6.332757 -24.983184 -0.1800 -0.0351 0.1608
O 25.262038 6.929535 -24.404069 -0.8229 -0.0700 0.2002
O 26.107134 5.094580 -25.406074 0.1379 -0.1043 -0.1029
C 24.953016 4.350515 -25.013669 -0.8285 -0.1724 0.1104
H 27.426642 8.185574 -23.647852 -0.1603 -0.0995 -0.0653
H 26.714489 8.873058 -25.130518 -0.0977 -0.1252 0.0173
H 28.457197 8.530926 -25.037511 0.0190 -0.1778 -0.1483
H 24.913956 4.244018 -23.929027 0.1219 -0.0202 -0.0378
H 25.009425 3.385594 -25.503463 0.2848 -0.0491 0.0306
H 24.030032 4.835951 -25.330438 0.1476 0.1460 -0.0098
C 20.229422 9.932111 -22.816607 -0.0597 0.2673 -0.2720
O 20.006228 9.301606 -21.542295 -0.0706 -0.0920 0.1326
C 20.884480 8.369811 -21.235996 -0.0459 0.6308 -0.1801
O 21.825911 8.082995 -21.940648 0.6779 -0.7792 -0.6979
O 20.595705 7.827970 -20.081796 -0.2478 -0.1733 0.1220
C 21.329815 6.649810 -19.734146 0.3479 -0.4374 0.5218
H 20.307366 9.186611 -23.606047 0.1201 0.0647 0.0829
H 21.125726 10.549350 -22.790254 0.0745 -0.1663 -0.0158
H 19.362888 10.559187 -22.999526 -0.0852 -0.0035 0.1651
H 22.190324 6.897443 -19.112842 -0.0097 0.1961 -0.1447
H 21.691363 6.117064 -20.607055 -0.0640 0.0594 -0.1047
H 20.660769 6.022551 -19.148123 -0.1114 0.1063 -0.1135
```
Positions in Å, forces in eV/Å.

Properties
Spin multiplicity: 2
HOMO-LUMO gap (alpha / beta): 9.564 / 9.583 eV
Lowest unoccupied orbital energy (alpha / beta): 0.468 / 0.480 eV
E: -92701.7891 eV
⟨S²⟩: 0.778

DFT (ωB97M-V/def2-TZVPD) results for a molecular structure, C14H29CuO13 at a distorted geometry.

The geometry in XYZ format:
```
57
Properties=species:S:1:pos:R:3:forces:R:3
Cu 0.046647 0.702547 0.163260 -0.0242 -0.1640 0.1666
C -0.963313 4.288947 -2.890110 0.4662 -0.9368 -0.8910
C -1.612903 3.324397 -1.907070 0.8878 0.2740 0.3497
O -0.832813 2.472507 -1.088150 -0.5705 0.8055 -0.6448
H -0.451863 3.720057 -3.666570 0.1298 -0.0875 -0.0864
H -0.237793 5.034377 -2.564430 -0.3725 -0.0768 0.5824
H -1.804293 4.752987 -3.405400 0.0817 0.3641 0.0637
H -2.303303 2.689457 -2.462310 -0.1706 -0.4118 -0.0337
H -2.282713 3.963097 -1.331290 -0.1950 -0.3742 0.9647
C -3.381793 -1.746833 1.322340 0.6824 -1.2435 -0.3559
O -3.794843 -0.466763 1.733030 0.4710 1.3098 1.2241
C -2.877143 0.512417 1.896110 1.8557 -0.7139 -2.5211
O -1.651373 0.430097 1.618970 -2.3882 -0.2962 0.9067
O -3.491573 1.633767 2.145660 -0.4611 0.3414 1.3108
C -2.676443 2.815967 2.354790 0.2146 -0.0671 -1.1936
H -2.549673 -2.169583 1.885320 0.4985 0.6835 -0.1170
H -3.173543 -1.710773 0.253020 0.2184 -0.2021 0.0670
H -4.133083 -2.512213 1.516920 -0.6874 0.7183 -0.1131
H -1.832643 2.629447 3.019100 -0.2391 -0.0475 -0.0138
H -3.295943 3.658577 2.661930 -0.2367 -0.5859 0.3410
H -2.328973 3.062487 1.351490 0.4839 0.1606 0.1347
C 1.038977 -2.518733 4.002070 -0.3475 0.7665 0.1513
O 1.103467 -1.447633 2.995080 0.0987 1.4350 0.5879
C 1.353217 -0.135123 3.301270 0.2588 1.2037 -0.3261
O 1.457627 0.757137 2.432840 -0.6053 -2.5820 1.8620
O 1.476687 0.095647 4.647390 -0.3954 -1.4490 -1.7177
C 1.935087 1.337357 5.163450 0.4245 0.7274 -0.2519
H 0.510617 -3.349113 3.533660 0.5466 0.0728 -0.3453
H 0.411977 -2.263353 4.856320 0.1609 0.4893 -0.0423
H 2.040957 -2.756773 4.359120 -0.1168 -0.1183 -0.2420
H 1.309357 2.186297 4.888010 -0.3398 -0.2560 0.0285
H 2.928357 1.585717 4.789500 0.0851 -0.2748 -0.0169
H 1.973837 1.207257 6.244960 -0.1029 0.0286 -0.1965
C 0.266577 -3.893403 -3.475970 -0.1598 0.0253 -1.3554
O 0.345617 -3.189453 -2.236930 -0.0483 1.7319 1.2507
C -0.297393 -2.023373 -2.012070 -0.6623 0.3444 0.6182
O -0.136143 -1.269943 -1.028310 0.2326 -1.8674 -2.1472
O -1.244453 -1.830213 -2.958180 -0.0410 1.0408 0.4971
C -2.025043 -0.601773 -2.944870 -0.2036 0.7656 0.5616
H 0.640437 -3.319133 -4.323630 0.1964 0.4973 0.2833
H -0.748323 -4.148983 -3.780510 -0.0468 -0.2156 0.5749
H 0.919637 -4.764933 -3.430520 -0.2958 0.0693 0.5535
H -2.090103 -0.185693 -3.950220 0.1722 -0.4231 0.0251
H -1.695573 0.182517 -2.263370 1.2286 -0.2112 -0.1393
H -3.026523 -0.666373 -2.519470 -0.2339 -1.2587 -0.4278
C 2.507907 0.580147 -3.632940 -0.3873 0.4935 1.1322
O 3.074577 -0.444893 -2.790010 0.2944 -0.9859 -2.4690
C 3.145647 -0.368553 -1.505610 -0.0598 -0.4002 2.4143
O 2.840877 0.606287 -0.841290 -0.0162 -0.8030 -0.0323
O 3.592417 -1.591653 -1.022820 -0.3322 1.3824 -2.7432
C 3.718557 -1.789743 0.350690 -0.0421 0.3243 0.8004
H 2.679217 0.365317 -4.687740 0.3665 -0.3324 0.3940
H 2.891777 1.561007 -3.352490 0.1971 -0.0992 -0.1012
H 1.433107 0.609257 -3.453860 -0.1117 -0.0619 -0.0105
H 4.204167 -2.742913 0.559850 -0.0769 -0.0876 -0.5580
H 2.702227 -1.833793 0.742150 0.2347 0.3953 0.6978
H 4.390027 -1.023373 0.737860 -0.5166 0.1829 0.5486
```
Positions in Å, forces in eV/Å.

Properties
Net charge: +1
Spin multiplicity: 2
HOMO-LUMO gap (alpha / beta): 10.354 / 7.222 eV
Lowest unoccupied orbital energy (alpha / beta): -2.058 / -5.112 eV
E: -86236.0409 eV
⟨S²⟩: 0.755

DFT (ωB97M-V/def2-TZVPD) results for a molecular structure, C14H29FNO5PS2Si2 at a distorted geometry.

The geometry in XYZ format:
```
55
Properties=species:S:1:pos:R:3:forces:R:3
C -5.340712 -0.361126 0.415692 0.4496 0.9635 -0.1695
C -3.824097 -0.538570 -0.140848 -1.6298 -0.1116 -1.1288
P -2.865059 0.971604 0.457228 -0.3454 0.1370 1.1559
C -3.601308 2.548408 -0.290729 0.2610 0.1667 -1.7706
C -3.622262 2.567775 -1.905879 -0.8642 0.5590 -0.0276
Si -0.728882 0.883725 -0.200807 -1.7836 -0.0908 -2.6379
C -0.366387 -0.689371 -1.272057 0.5768 -0.4545 -0.5046
C -1.399767 -0.873084 -2.485844 -0.9418 -0.6806 0.7368
O -0.736103 -0.892194 -3.791923 1.0122 -1.6620 1.1362
C 0.032288 -2.066097 -3.945596 0.9606 -2.0841 -0.1020
C 1.546137 -1.836463 -4.430842 -0.7653 0.5212 -0.3396
O -0.357046 -3.216683 -3.715596 0.4388 3.4642 -0.2853
O -0.447679 2.370281 -1.041198 2.8502 -1.4262 1.6096
Si 1.181135 2.915895 -1.051955 -0.0419 3.5617 0.1643
C 1.232685 4.397119 -2.298764 -0.3713 -0.3517 -0.0287
F 1.706388 3.593855 0.442547 -1.1563 -1.7154 -2.5930
S 2.626082 1.488138 -1.757624 0.5715 -0.2013 -0.3117
S 0.403304 0.613572 1.639345 -0.6252 -0.0807 7.2911
C 2.111642 -0.087912 1.388599 0.9519 -1.1841 -0.0820
O 0.392334 1.838357 2.543007 0.8378 -1.9950 -3.2793
O -0.356836 -0.453028 2.428272 1.4946 1.1598 -3.1232
H -5.866671 0.391156 -0.276049 0.6031 -1.2430 0.9497
H -5.917253 -1.337083 0.430657 0.7669 1.2315 0.0050
H -5.329440 0.146312 1.444571 -0.0355 -1.0503 -1.3114
H -3.946051 -0.569615 -1.284543 0.3992 -0.1068 1.6107
H -3.393271 -1.532193 0.191340 -0.2102 1.4175 -0.1803
H -2.916419 3.401425 0.023177 -1.0387 -1.1221 -0.0165
H -4.657378 2.711624 0.097465 1.4895 -0.2882 -0.2166
H -3.758276 1.527412 -2.361036 0.4089 1.4220 0.6361
H -2.706341 3.107718 -2.311048 -1.0398 -1.0766 0.4887
H -4.524957 3.175592 -2.276656 1.2485 -0.8171 0.5652
H -0.358515 -1.640832 -0.626205 -0.1050 1.4806 -0.7862
H 0.672596 -0.631259 -1.736201 -1.1611 0.0481 0.6206
H -2.195164 -0.071138 -2.552227 1.2046 -0.7489 0.0269
H -1.948414 -1.861177 -2.288136 0.7743 1.3919 -0.6279
H 2.130773 -1.281560 -3.629879 -0.8537 -0.5737 -0.9255
H 2.063311 -2.824465 -4.648369 -0.9817 1.2334 0.3486
H 1.538181 -1.190041 -5.375258 0.0582 -0.8334 1.3521
H 1.846138 4.069054 -3.208968 -0.8430 0.7502 1.2785
H 0.167162 4.602917 -2.634016 1.2728 -0.2279 0.2895
H 1.626750 5.340701 -1.811108 -0.2636 -1.1953 -0.6781
H 3.487285 2.243392 -2.562346 -1.1762 -0.2548 0.9620
H 2.296371 -0.943860 2.152960 -0.8219 1.6387 -1.0221
H 2.196875 -0.597247 0.362876 -0.2496 0.9936 1.3444
H 2.938925 0.670165 1.540233 -1.2839 -0.5889 -0.3815
N 3.767595 -3.878559 4.507829 0.0279 0.0423 0.0702
C 4.837926 -3.697670 5.342348 0.0766 -0.0007 0.0012
C 4.629306 -2.541684 6.053724 0.1667 -0.1839 -0.0156
C 3.383939 -2.008214 5.637163 -0.1822 0.0269 -0.1233
C 2.874354 -2.855593 4.684927 -0.0765 0.0559 -0.1093
H 3.654465 -4.644190 3.865175 0.0040 0.1044 0.1202
H 5.653528 -4.404016 5.356808 -0.0538 0.0801 0.0195
H 5.297823 -2.126696 6.792866 -0.0537 -0.0475 -0.0595
H 2.912699 -1.105144 5.994948 0.0174 -0.0853 -0.0430
H 1.956292 -2.819431 4.117951 0.0313 0.0321 0.0968
```
Positions in Å, forces in eV/Å.

Properties
HOMO-LUMO gap: 7.778 eV
Lowest unoccupied orbital energy: -0.451 eV
E: -76149.6173 eV